[1]
C4H11N2PS2 as an isolated structure in a non-equilibrium geometry. Source: OMol25; level of theory: wB97M-V/def2-TZVPD.

Its gap between HOMO and LUMO (alpha / beta) is 7.01 / 7.01 eV. Its LUMO energy (alpha / beta) is -0.62 / -0.62 eV. For the total energy, the calculation gives -38262.0422 eV.

Geometry (Å):
C -3.447657 0.501753 -1.394400
C -2.973465 -0.469382 0.816642
C -1.541498 -1.055500 -1.112471
C -2.568751 -0.327629 -0.579226
N 3.856107 1.505635 -0.153629
N 4.967030 -0.840937 0.206000
P 2.514099 0.753713 -0.391956
S 5.239374 1.020098 0.438494
S 3.335291 -1.225268 0.050031
H -3.191054 0.547493 -2.431852
H -4.461613 0.170281 -1.377595
H -3.475071 1.602909 -1.061290
H -2.690293 -1.407326 1.280628
H -4.086332 -0.307808 0.936244
H -2.407002 0.170068 1.489346
H 3.705833 1.569134 2.567971
H -1.057681 -0.962098 -2.058437
H -1.078907 -1.883721 -0.414607
H 4.129631 1.965124 2.149837
H 5.231963 -1.326533 1.040275

Forces on atoms 1 to 2 (eV/Å):
C 0.032 3.144 -0.278
C -1.098 -0.293 1.650

Atom charges from the Mulliken analysis, given in e for atoms 1 to 8: number 1, C, carries -1.273; number 2, C, carries -1.217; number 3, C, carries -1.039; number 4, C, carries 1.165; number 5, N, carries -0.168; number 6, N, carries -0.413; number 7, P, carries 0.258; number 8, S, carries 0.110

[2]
An isolated ion of composition C4H11N2S and charge -1 in a non-equilibrium geometry. Source: OMol25; level of theory: wB97M-V/def2-TZVPD.

The total charge is -1. The SMILES is CN[C@@H](CN)C[S-]. Its gap between HOMO and LUMO is 6.46 eV. Its LUMO energy is 4.04 eV. For the total energy, the calculation gives -18142.0208 eV.

Geometry (Å):
C 0.573341 2.248698 -0.387599
N -0.392187 1.209036 -0.712276
C -0.278361 -0.028264 0.131215
C -1.229356 -1.167737 -0.274399
N -1.383015 -2.159136 0.777519
C 1.212308 -0.485735 0.182540
S 2.009345 -0.357335 1.839990
H 0.560928 2.614208 0.634141
H 0.311524 3.133419 -0.995049
H 1.594665 2.032365 -0.726079
H -0.193331 0.888653 -1.654104
H -0.664020 0.264531 1.114841
H -2.211319 -0.687397 -0.470345
H -1.001821 -1.542733 -1.279364
H -0.535042 -2.715424 0.837391
H -1.353408 -1.633420 1.647530
H 1.230533 -1.568417 -0.007686
H 1.749217 -0.045311 -0.658265

Forces on atoms 1 to 2 (eV/Å):
C 0.021 0.979 -1.309
N -0.686 -1.101 0.336

Atom charges from the Mulliken analysis, given in e for atoms 1 to 8: number 1, C, carries -0.837; number 2, N, carries -0.505; number 3, C, carries 0.288; number 4, C, carries -1.118; number 5, N, carries -0.664; number 6, C, carries -0.805; number 7, S, carries -0.651; number 8, H, carries 0.290

[3]
An isolated ion of composition C4H11N2S and charge -1 in a non-equilibrium geometry. Source: OMol25; level of theory: wB97M-V/def2-TZVPD.

The total charge is -1. The SMILES is C[C@@H](C[S-])NCN. Its gap between HOMO and LUMO is 5.96 eV. Its LUMO energy is 3.64 eV. For the total energy, the calculation gives -18142.1163 eV.

Geometry (Å):
C -1.562289 -0.451455 -1.036195
C -0.268035 -0.576241 -0.282931
C 0.694889 0.571793 -0.640330
S 0.920715 0.911568 -2.431445
N -0.639091 -0.564242 1.159711
C 0.394245 -0.336607 2.136331
N -0.070914 -0.367465 3.504667
H -2.248672 -1.279991 -0.805866
H -1.386458 -0.418588 -2.109607
H -2.155514 0.418605 -0.738694
H 0.252471 -1.532462 -0.394319
H 0.261030 1.487631 -0.230658
H 1.691941 0.355088 -0.264966
H -1.211216 0.275918 1.253217
H 1.233045 -0.999870 1.875196
H 0.952082 0.609159 2.002265
H 0.642828 -0.753358 4.104745
H -0.942768 -0.850249 3.667544

Forces on atoms 1 to 2 (eV/Å):
C -0.907 -0.966 -0.285
C 0.687 0.516 0.919

Atom charges from the Mulliken analysis, given in e for atoms 1 to 8: number 1, C, carries -1.376; number 2, C, carries 0.203; number 3, C, carries -0.768; number 4, S, carries -0.617; number 5, N, carries -0.440; number 6, C, carries -0.414; number 7, N, carries -0.571; number 8, H, carries 0.383

[4]
C4H11N2S as an isolated structure in a non-equilibrium geometry. Source: OMol25; level of theory: wB97M-V/def2-TZVPD.

The total charge is -1. Its gap between HOMO and LUMO is 6.42 eV. Its LUMO energy is 3.49 eV. For the total energy, the calculation gives -18137.5076 eV.

Geometry (Å):
N 1.934792 2.668482 0.091573
C 0.814800 2.092322 0.596501
C 1.110625 -3.340983 -0.520166
S -0.656349 -2.783222 -0.900463
C 0.163507 0.871794 0.008821
N -1.020076 0.207843 0.607748
C -2.120526 1.029142 0.174058
H 2.622929 1.929330 -0.022009
H 1.117338 -3.912890 0.418044
H 0.615230 2.155050 1.618564
H 1.565366 -2.396051 -0.244716
H 1.624321 -3.993798 -1.277140
H 0.864200 0.470857 -0.687237
H -0.273049 2.067474 -0.120438
H -1.080640 -0.780134 0.183152
H -1.943031 1.207034 -0.935876
H -2.199403 1.970487 0.695405
H -3.140026 0.537265 0.314173

Forces on atoms 1 to 2 (eV/Å):
N -1.432 -0.214 1.780
C 3.699 -2.843 -1.146

Atom charges from the Mulliken analysis, given in e for atoms 1 to 8: number 1, N, carries -0.841; number 2, C, carries 0.084; number 3, C, carries -0.650; number 4, S, carries -0.664; number 5, C, carries -0.197; number 6, N, carries -0.264; number 7, C, carries -1.006; number 8, H, carries 0.188

[5]
An isolated ion of composition C4H11N2S and charge -1 in a non-equilibrium geometry. Source: OMol25; level of theory: wB97M-V/def2-TZVPD.

The total charge is -1. The SMILES is CNC[C@@H](N)C[S-]. Its gap between HOMO and LUMO is 6.15 eV. Its LUMO energy is 3.63 eV. For the total energy, the calculation gives -18142.1394 eV.

Geometry (Å):
C -1.972617 -1.199741 1.525400
N -0.842105 -1.286585 0.593221
C 0.142260 -0.225428 0.635878
C 0.797725 0.111468 -0.690102
N -0.224511 0.483777 -1.725808
C 1.721796 1.358806 -0.478037
S 3.002598 1.397659 -1.764347
H -2.272264 -0.232851 1.979383
H -2.795870 -1.690994 1.014370
H -1.769416 -1.839501 2.396293
H -1.291245 -1.238443 -0.314688
H 0.990568 -0.518681 1.288290
H -0.306017 0.721925 1.030005
H 1.395504 -0.728235 -1.038295
H -0.026682 -0.056920 -2.562144
H 0.169630 1.380468 -2.015898
H 2.231496 1.344373 0.507173
H 1.049142 2.218898 -0.380698

Forces on atoms 1 to 2 (eV/Å):
C 0.595 -0.982 0.756
N -0.966 0.284 -0.420

Atom charges from the Mulliken analysis, given in e for atoms 1 to 8: number 1, C, carries -0.832; number 2, N, carries -0.387; number 3, C, carries -0.718; number 4, C, carries 0.227; number 5, N, carries -0.801; number 6, C, carries -1.127; number 7, S, carries -0.602; number 8, H, carries 0.279

[6]
A 2-piece molecular cluster, C4H11N2S overall in a non-equilibrium geometry. Source: OMol25; level of theory: wB97M-V/def2-TZVPD.

The total charge is +1. Its gap between HOMO and LUMO is 9.53 eV. Its LUMO energy is -4.44 eV. For the total energy, the calculation gives -18132.8868 eV.

Geometry (Å):
C -0.485638 1.521040 -0.440001
C -1.856369 0.034400 0.936525
C -1.854818 1.191341 0.007834
C 1.684762 0.275747 -0.468151
N 0.522127 0.767357 -0.234495
N 1.491637 -2.210397 -0.728070
S 2.982255 0.303021 0.601302
H -0.307495 2.453624 -1.068365
H -1.348206 0.092195 1.982564
H -2.906075 -0.197502 1.011405
H -1.363890 -0.810829 0.555860
H -2.470951 2.040148 0.429543
H -2.560632 0.918988 -0.773111
H 1.871657 -0.337133 -1.477739
H 0.815728 -2.417618 -1.353120
H 1.016826 -2.147493 0.131371
H 2.229139 -2.873689 -0.628343
H 2.539947 1.396806 1.514996

Forces on atoms 1 to 2 (eV/Å):
C 0.818 1.056 -1.537
C -0.056 -0.238 2.808

Atom charges from the Mulliken analysis, given in e for atoms 1 to 8: number 1, C, carries -0.090; number 2, C, carries -1.100; number 3, C, carries -0.333; number 4, C, carries 0.080; number 5, N, carries -0.024; number 6, N, carries -0.683; number 7, S, carries -0.116; number 8, H, carries 0.374